Entry 1:
Below is a single CBr2ClFS molecule, with properties calculated with wB97M-V/def2-TZVPD.

Positions of all 6 atoms, in Å:
Br (0.1669, -1.4903, 1.3712)
S (-0.2623, 0.7600, -0.6278)
Br (1.8934, 1.4853, -1.1364)
F (-0.9929, -1.7077, -0.8823)
C (-0.7180, -0.6800, -0.0200)
Cl (-0.0872, 1.6327, 1.2953)

Computed properties:
ΔE to the lowest compared entry with this formula, charge and spin, kJ/mol: 190.2
Highest occupied orbital energy, Eh: -0.340
Total charge: 0
Kohn-Sham gap, eV: 7.4

Partial atomic charges computed with the Löwdin method, in multiples of e:
1. Br 0.76
2. S 0.30
3. Br 0.09
4. F -0.12
5. C -1.21
6. Cl 0.18

=====

Entry 2:
Below is 2 unconnected molecules or ions with the total composition CBr2FNO2, with properties calculated with wB97M-V/def2-TZVPD.

Positions of all 7 atoms, in Å:
Br (2.5811, 1.6560, -1.4045)
Br (-0.4957, 2.0470, 1.1423)
C (-0.3013, 0.7413, -0.1058)
F (-0.8597, 0.8657, -1.2807)
N (0.1830, -0.5403, 0.2790)
O (0.1228, -1.4171, -0.5515)
O (0.5980, -0.6143, 1.4168)

Computed properties:
ΔE to the lowest compared entry with this formula, charge and spin, kJ/mol: 281.4
Highest occupied orbital energy (alpha / beta), Eh: -0.348 / -0.348
Total charge: 0
Kohn-Sham gap (alpha / beta), eV: 5.1 / 5.1

Partial atomic charges computed with the Löwdin method, in multiples of e:
1. Br -0.19
2. Br 1.01
3. C -0.70
4. F 0.11
5. N -0.43
6. O 0.14
7. O 0.06

=====

Entry 3:
Below is a molecular structure, CBr2N2O, with properties calculated with wB97M-V/def2-TZVPD.

Positions of all 6 atoms, in Å:
C (0.9023, -0.1587, 0.0211)
Br (1.3460, -1.8859, 0.0934)
O (-2.4577, 0.4673, 0.2692)
Br (2.0427, 1.2191, 0.0029)
N (-1.4726, 0.3080, -0.4364)
N (-0.3608, 0.0503, 0.0498)

Computed properties:
ΔE to the lowest compared entry with this formula, charge and spin, kJ/mol: 92.5
Highest occupied orbital energy, Eh: -0.340
Total charge: 0
Kohn-Sham gap, eV: 8.7

Partial atomic charges computed with the Löwdin method, in multiples of e:
1. C -1.39
2. Br 0.82
3. O -0.05
4. Br 0.82
5. N -0.11
6. N -0.09

=====

Entry 4:
Below is a single CBr2N2O4 molecule, with properties calculated with wB97M-V/def2-TZVPD.

Positions of all 9 atoms, in Å:
N (-0.0575, -1.1391, 0.5181)
O (1.5291, 1.0015, -0.6251)
O (1.1068, -1.4221, 0.5283)
N (0.3515, 1.1907, -0.4925)
O (-0.9934, -1.8644, 0.7842)
Br (-3.6293, 0.0398, -1.5524)
O (-0.2776, 2.1582, -0.8652)
C (-0.4371, 0.1921, 0.1551)
Br (-2.1892, 0.5909, 0.3723)

Computed properties:
Highest occupied orbital energy (alpha / beta), Eh: -0.339 / -0.374
Total charge: 0
Spin multiplicity: 3
Kohn-Sham gap (alpha / beta), eV: 8.9 / 5.1
<S²>: 2.009

Partial atomic charges computed with the Löwdin method, in multiples of e:
1. N -0.45
2. O 0.12
3. O 0.12
4. N -0.45
5. O 0.00
6. Br 0.29
7. O 0.00
8. C -0.51
9. Br 0.88

=====

Entry 5:
Below is 2 unconnected molecules or ions with the total composition CBr3NO, with properties calculated with wB97M-V/def2-TZVPD.

Positions of all 6 atoms, in Å:
Br (1.8866, 0.5488, 0.6232)
C (-1.5887, -0.0346, 0.1379)
Br (-1.4762, 1.5573, 0.8449)
O (-1.1279, -2.1924, -0.6385)
Br (3.5966, 1.2231, -0.7687)
N (-1.2904, -1.1022, -0.1987)

Computed properties:
ΔE to the lowest compared entry with this formula, charge and spin, kJ/mol: 16.7
Highest occupied orbital energy, Eh: -0.357
Total charge: 0
Kohn-Sham gap, eV: 8.0

Partial atomic charges computed with the Löwdin method, in multiples of e:
1. Br 0.02
2. C -0.67
3. Br 0.81
4. O 0.03
5. Br 0.03
6. N -0.22

=====

Entry 6:
Below is 2 unconnected molecules or ions with the total composition CBrCl2NO2, with properties calculated with wB97M-V/def2-TZVPD.

Positions of all 7 atoms, in Å:
O (-1.2296, -0.2084, -0.4741)
C (1.8300, -0.2227, -0.0217)
Br (1.1309, 1.5439, -0.1938)
Cl (1.3913, -1.3359, -1.1920)
N (-2.0909, 0.5195, -0.0717)
O (-3.1568, 0.4388, 0.4446)
Cl (2.1251, -0.7352, 1.5087)

Computed properties:
ΔE to the lowest compared entry with this formula, charge and spin, kJ/mol: 180.1
Highest occupied orbital energy (alpha / beta), Eh: -0.382 / -0.305
Total charge: 0
Kohn-Sham gap (alpha / beta), eV: 9.7 / 6.8

Partial atomic charges computed with the Löwdin method, in multiples of e:
1. O -0.03
2. C -1.74
3. Br 0.63
4. Cl 0.60
5. N -0.19
6. O 0.12
7. Cl 0.61

=====

F_max, record by record: 2.45 3.66 5.04 3.76 1.62 1.92 eV Å⁻¹
M, record by record: 258.34 236.82 215.83 263.83 281.73 208.83 g mol⁻¹
Total energy, record by record: -167194.336 -149417.660 -146145.179 -152280.932 -214698.128 -101703.818 eV